The following is a quantum chemistry calculation of the molecule C5H6O2, from the OMol25 dataset.

Last column: Mulliken charge in e.
Atoms and positions in Å:
C  0.44344  0.81062  -0.18520  0.129
C  1.83757  0.03219  0.02361  0.445
C  -0.01006  2.04485  -0.17980  -0.603
C  -0.10321  -0.60765  -0.52788  0.251
C  -1.10492  -1.29575  0.43402  -1.019
O  2.90588  0.29143  0.49552  -0.532
O  1.29773  -1.13957  -0.39990  -0.361
H  -1.08705  2.09026  -0.13350  0.287
H  0.64720  2.87920  0.26488  0.262
H  -0.57865  -0.69689  -1.55836  0.260
H  -0.71149  -1.57911  1.41217  0.326
H  -1.54056  -2.19059  -0.18112  0.261
H  -1.99590  -0.63898  0.53554  0.294

Force components x, y, z for each atom (eV/Å):
1.8 -2.4 -0.3
-1.2 2.1 0.4
1.0 0.5 2.2
-0.4 0.7 0.1
-0.9 -0.7 -2.1
-0.9 -0.7 -0.8
-0.8 -0.2 -0.3
-0.2 0.8 -0.6
-1.2 -1.3 -1.2
1.3 0.1 1.0
0.0 0.0 -0.3
1.0 1.2 1.6
0.6 -0.2 0.2

Calculated values
Spin multiplicity: 1
Gap between HOMO and LUMO, eV: 10.844
E_LUMO, eV: 0.4780

The following is a quantum chemistry calculation of the molecule C5H6O2, from the OMol25 dataset.

Last column: Mulliken charge in e.
Atoms and positions in Å:
C  0.94084  -1.05351  -0.54911  -1.207
C  0.21850  0.02231  0.25003  0.465
O  -1.03634  0.30279  -0.40204  -0.293
C  -1.15443  1.49722  -0.99880  0.128
O  -0.30781  2.35095  -1.05142  -0.495
C  -1.19060  -0.86447  2.19903  -0.183
C  -0.09195  -0.41768  1.65696  -0.459
H  0.30287  -1.93569  -0.65192  0.329
H  1.86407  -1.35244  -0.04291  0.364
H  1.19227  -0.67701  -1.54586  0.316
H  0.80482  0.94489  0.27718  0.334
H  -2.15509  1.57978  -1.44288  0.353
H  0.71032  -0.40221  2.40435  0.347

Force components x, y, z for each atom (eV/Å):
0.0 0.0 0.0
0.1 0.0 0.0
0.0 0.1 0.0
0.3 0.4 -0.1
-0.4 -0.4 0.0
0.6 0.3 -0.3
-0.5 -0.2 0.2
0.1 0.1 0.0
-0.1 0.1 -0.1
0.0 0.0 0.2
-0.1 -0.1 0.0
0.1 0.0 0.0
-0.1 -0.1 0.0

Calculated values
Spin multiplicity: 1
Gap between HOMO and LUMO, eV: 10.093
E_LUMO, eV: -0.5106

The following is a quantum chemistry calculation of the molecule C5H6O2, from the OMol25 dataset.

Last column: Mulliken charge in e.
Atoms and positions in Å:
C  -0.97418  -1.04638  0.06645  -1.143
C  -0.16400  0.18334  -0.22135  0.545
O  1.02095  0.01382  -0.93085  -0.257
C  1.91321  -0.91831  -0.51584  0.145
O  1.84498  -1.55030  0.49850  -0.441
C  -0.55942  1.47693  0.06016  -0.081
C  -1.39010  2.46507  0.21876  -0.556
H  -0.90262  -1.73405  -0.78662  0.335
H  -2.01819  -0.75554  0.19800  0.366
H  -0.63444  -1.59142  0.94993  0.301
H  0.40137  1.28132  0.73383  0.232
H  2.71384  -0.97914  -1.26497  0.357
H  -1.26017  3.11611  1.08193  0.198

Force components x, y, z for each atom (eV/Å):
-0.1 0.0 0.1
-0.3 0.0 0.0
-0.1 0.1 -0.1
0.1 -0.3 0.3
0.1 0.3 -0.4
-0.3 0.0 -0.2
0.3 -0.2 -0.1
0.1 0.2 0.1
0.1 0.0 0.0
0.0 0.1 -0.1
0.2 -0.2 0.3
-0.1 0.0 0.1
-0.1 0.0 0.0

Calculated values
Spin multiplicity: 1
Gap between HOMO and LUMO (alpha / beta), eV: 7.722 / 7.719
E_LUMO (alpha / beta), eV: -0.2794 / -0.2804

The following is a quantum chemistry calculation of C5H6O2 as an isolated structure, from the OMol25 dataset.

Last column: Mulliken charge in e.
Atoms and positions in Å:
C  0.58453  -0.77974  0.06739  -0.223
C  -0.38518  -0.16825  1.08434  -0.123
C  -0.53586  -0.50515  -0.88046  0.241
C  -0.55470  0.96136  -0.81034  -0.650
C  -0.42289  1.31751  0.50954  -0.595
H  2.43996  -0.66577  0.00190  0.384
H  0.88032  -1.81427  0.10694  0.424
H  -0.10660  -0.11527  2.15374  0.393
H  -0.65665  -1.46109  -1.68353  0.333
H  -1.10303  1.66283  -1.56315  0.270
H  -0.33395  2.26807  0.84367  0.466
O  1.67132  0.15514  -0.09838  -0.479
O  -1.47728  -0.85537  0.26835  -0.440

Force components x, y, z for each atom (eV/Å):
0.4 2.4 0.7
0.8 1.2 -0.5
-1.5 -4.7 -0.4
-3.0 4.1 -1.0
-0.6 -5.5 -4.0
-2.2 4.2 -0.6
0.0 -0.3 0.5
-1.3 -1.2 -0.2
0.0 3.7 1.3
1.8 -1.3 1.0
0.0 2.5 1.5
4.5 -5.8 0.4
1.0 0.7 1.2

Calculated values
Spin multiplicity: 1
Gap between HOMO and LUMO, eV: 9.760
E_LUMO, eV: 0.6231

The following is a quantum chemistry calculation of C5H6O3 as an isolated structure, from the OMol25 dataset.

Last column: Mulliken charge in e.
Atoms and positions in Å:
C  1.10783  1.02699  -0.76817  -0.269
C  -0.24902  0.33473  -0.38215  0.082
C  -2.21778  0.20860  0.52915  -0.365
C  -1.57559  -1.03963  0.76306  -0.676
C  -0.32772  -0.98760  0.13734  0.762
H  2.85951  0.41490  0.30526  0.414
H  1.15371  1.19721  -1.96400  0.200
H  1.26963  2.01483  -0.18354  0.282
H  -3.14899  0.72302  0.53942  0.445
H  -1.96778  -1.84517  1.42562  0.353
H  1.51525  -1.08061  0.09930  0.450
O  2.14553  -0.08473  -0.54784  -0.596
O  -1.32480  0.92617  -0.13615  -0.366
O  0.76023  -1.80871  0.18268  -0.715

Force components x, y, z for each atom (eV/Å):
-1.1 -0.7 -2.2
5.1 -3.8 0.1
1.8 -2.6 0.0
-2.5 0.1 1.0
1.6 1.9 -0.3
-3.2 -2.5 -4.1
0.0 0.0 2.9
0.1 -1.8 -1.0
-0.7 -0.4 0.6
0.4 0.7 -1.0
-1.2 -2.1 -0.2
3.5 6.1 3.9
-3.0 4.9 -0.6
-0.8 0.3 0.7

Calculated values
Spin multiplicity: 1
Gap between HOMO and LUMO, eV: 7.638
E_LUMO, eV: -0.1046

The following is a quantum chemistry calculation of the molecule C5H6O3, from the OMol25 dataset.

Last column: Mulliken charge in e.
Atoms and positions in Å:
C  -0.97968  -0.01693  0.12928  0.198
C  -0.47133  -1.46693  0.00148  -0.640
C  0.80825  -1.51981  -0.33409  -0.371
C  1.45291  -0.16038  -0.25996  0.414
C  0.34039  0.83913  0.17547  0.171
H  -2.04766  1.05849  1.23112  0.331
H  -1.58613  0.26647  -0.76188  0.278
H  -1.23687  -2.23422  -0.08502  0.382
H  1.24352  -2.45466  -0.73325  0.361
H  0.51158  1.14860  1.29625  0.187
H  1.04148  2.25979  -0.84799  0.342
O  -1.83435  0.14580  1.29325  -0.564
O  2.62058  0.16942  -0.46699  -0.581
O  0.13731  1.96522  -0.63767  -0.508

Force components x, y, z for each atom (eV/Å):
0.4 -0.4 0.9
-1.4 1.8 -0.7
0.7 -0.6 -0.5
1.1 0.5 -0.1
-1.4 -0.7 1.9
-0.7 1.3 0.4
0.6 -0.3 0.3
0.5 -0.2 0.3
0.3 0.8 0.6
-0.1 -0.6 -1.9
-0.4 0.3 -0.1
1.2 -1.2 -1.0
-2.2 -0.7 0.1
1.4 -0.1 -0.1

Calculated values
Spin multiplicity: 1
Gap between HOMO and LUMO, eV: 9.840
E_LUMO, eV: -0.0648

no.,E (eV)
1,-9375.3545
2,-9373.2726
3,-9371.7599
4,-9371.4006
5,-11420.5034
6,-11423.3136